This record from the Open Molecules 2025 dataset describes C11H20O2 in the gas phase. The level of theory is wB97M-V/def2-TZVPD.

The value obtained for the energy relative to the best compared isomer or geometry (same formula, charge and spin) is 13.27 kcal/mol. The value obtained for the molar mass is 184.3 g mol⁻¹. The gap between HOMO and LUMO comes out at 10.5634 eV. The charge is 0. The SMILES is C=CCCCCCCCC(=O)OC. For the HOMO energy, the calculation gives -9.67 eV. As for the total energy: -581.60567 a.u.

Cartesian coordinates (Å):
C  5.45604  1.13217  -0.80103
C  4.73608  0.81810  0.25907
C  3.58597  -0.13705  0.25267
C  2.29218  0.55961  0.68671
C  1.10253  -0.39284  0.81546
C  0.60598  -0.91622  -0.53067
C  -0.54190  -1.92014  -0.40350
C  -1.81699  -1.36623  0.23089
C  -2.41430  -0.19572  -0.54836
C  -3.82500  0.10246  -0.09826
O  -4.61224  -0.70076  0.32558
O  -4.10788  1.40512  -0.24581
C  -5.42359  1.80764  0.11024
H  6.27434  1.83042  -0.75201
H  5.25972  0.69735  -1.76780
H  4.95392  1.27149  1.21810
H  3.79529  -0.95383  0.95019
H  3.47113  -0.56083  -0.74544
H  2.05238  1.34698  -0.03186
H  2.46414  1.03782  1.65440
H  1.38246  -1.23694  1.45048
H  0.29191  0.14221  1.31355
H  1.42792  -1.41675  -1.04581
H  0.29555  -0.07482  -1.15283
H  -0.78238  -2.29800  -1.40043
H  -0.20157  -2.76820  0.19519
H  -1.62071  -1.05477  1.25755
H  -2.56430  -2.16129  0.27113
H  -1.82106  0.71245  -0.44855
H  -2.46638  -0.45248  -1.61046
H  -5.65404  1.48868  1.12858
H  -5.44264  2.89153  0.03311
H  -6.15258  1.36284  -0.57010